Entry from the Open Molecules 2025 dataset: a structure of composition C79H63N3O5P3PbS2Si (the ωB97M-V functional and the def2-TZVPD basis).

```
157
Properties=species:S:1:pos:R:3:forces:R:3
Pb -0.213865 -1.043370 -0.047788 -0.5 0.5 0.6
C 3.261497 4.950091 2.200115 0.0 0.0 0.0
C 2.480710 5.603560 1.257424 0.0 0.0 0.0
C 1.995070 4.919603 0.146821 0.0 0.0 0.0
C 2.294881 3.572473 -0.047997 -0.1 0.0 0.0
C 3.064586 2.923416 0.922626 -0.1 -0.1 0.0
C 3.545620 3.600348 2.032893 -0.1 0.0 0.0
P 1.651944 2.518314 -1.436495 0.0 0.1 0.3
C 1.258630 3.740840 -2.750324 0.0 -0.1 -0.1
C 1.967283 3.895103 -3.941473 0.0 0.1 0.0
C 1.560703 4.823439 -4.894182 0.0 -0.1 0.0
C 0.431923 5.600773 -4.680233 0.0 0.0 0.0
C -0.317631 5.413257 -3.525558 0.0 0.0 0.0
C 0.082583 4.478942 -2.580469 -0.1 -0.1 0.0
C 3.252758 1.760311 -1.919746 0.0 -0.2 -0.2
C 4.401624 2.529693 -2.112721 0.0 -0.1 0.1
C 5.612999 1.930851 -2.419127 0.0 0.0 0.0
C 5.687486 0.545567 -2.499060 0.0 0.0 0.0
C 4.550602 -0.226579 -2.300630 -0.1 0.0 0.1
C 3.301283 0.354989 -2.034382 0.0 0.1 0.0
Si 1.675597 -0.697851 -2.004126 0.4 0.1 -0.7
C 2.376448 -2.459082 -2.444528 0.0 -0.1 0.1
C 2.823603 -2.734840 -3.748453 0.0 0.1 0.0
C 3.358739 -3.962443 -4.096517 0.0 0.0 0.0
C 3.485047 -4.967091 -3.139431 0.0 0.0 0.0
C 3.068911 -4.724792 -1.844207 0.0 0.1 0.0
C 2.507643 -3.489359 -1.494422 -0.1 0.0 -0.2
P 1.943787 -3.117495 0.206114 0.4 -0.3 -0.1
C 0.872779 -4.515859 0.681561 -0.1 0.0 0.1
C 0.209723 -5.324318 -0.239564 0.1 0.0 0.1
C -0.763724 -6.223506 0.188341 0.0 0.0 0.0
C -1.095824 -6.316939 1.530568 0.0 0.0 0.0
C -0.456671 -5.496815 2.456122 0.0 0.0 0.0
C 0.510212 -4.598625 2.034529 0.0 0.0 -0.1
C 3.474752 -3.369901 1.175717 0.0 0.1 0.0
C 3.798828 -4.521551 1.887181 0.1 0.0 0.0
C 4.981493 -4.586423 2.617379 0.0 0.0 0.0
C 5.848956 -3.502661 2.639978 -0.1 0.0 0.0
C 5.534845 -2.352722 1.925652 0.1 0.0 0.0
C 4.354382 -2.286794 1.204493 -0.1 0.0 0.0
C 0.880133 -0.148457 -3.693917 -0.2 0.0 0.0
C 1.660859 0.496906 -4.665509 -0.1 -0.1 0.1
C 1.127790 0.949449 -5.866073 0.0 0.0 0.0
C -0.220746 0.773874 -6.131338 0.0 0.0 0.0
C -1.020537 0.120381 -5.204615 0.1 0.0 0.0
C -0.487343 -0.352094 -4.005957 0.2 0.0 0.0
P -1.521221 -1.302845 -2.820396 0.0 -0.4 -0.6
C -3.249830 -1.007782 -3.399531 0.0 0.1 0.1
C -3.966040 0.030799 -2.797014 0.0 0.1 0.0
C -5.279228 0.293943 -3.172198 0.0 0.0 0.0
C -5.895214 -0.471366 -4.152840 0.1 -0.1 0.0
C -5.185353 -1.496526 -4.769304 0.0 0.1 0.0
C -3.872868 -1.760902 -4.397258 0.0 0.0 0.0
C -1.280446 -3.042367 -3.405904 -0.1 0.0 0.0
C -2.052600 -4.023075 -2.772749 0.0 0.0 0.0
C -1.942166 -5.359251 -3.124865 0.0 0.0 0.0
C -1.020525 -5.750673 -4.091262 0.0 0.0 0.0
C -0.225008 -4.793421 -4.704034 0.0 0.1 0.0
C -0.362341 -3.447063 -4.372113 -0.1 0.0 0.0
H 3.642438 5.487609 3.061375 0.0 0.0 0.0
H 2.241569 6.653910 1.381616 0.0 0.0 0.0
H 1.392149 5.456507 -0.574570 0.0 0.0 0.0
H 3.284949 1.865041 0.819420 0.0 0.0 0.0
H 4.114379 3.056411 2.776426 0.0 0.0 0.0
H 2.834161 3.278752 -4.137975 0.1 0.0 0.0
H 2.130198 4.935132 -5.810312 0.0 0.0 0.0
H 0.125661 6.333101 -5.417887 0.0 0.0 0.0
H -1.228184 5.978653 -3.367534 0.0 0.0 0.0
H -0.547188 4.291964 -1.713393 0.1 0.1 0.0
H 4.348552 3.607599 -1.998290 0.0 0.0 0.0
H 6.497048 2.537435 -2.578954 0.0 0.0 0.0
H 6.635275 0.065508 -2.717904 0.0 0.0 0.0
H 4.634126 -1.305983 -2.358855 0.0 0.0 0.0
H 2.747983 -1.959855 -4.506942 0.0 -0.1 0.0
H 3.681805 -4.142691 -5.116292 0.0 0.0 0.0
H 3.910622 -5.927430 -3.406848 0.0 0.0 0.0
H 3.179146 -5.494836 -1.086806 0.0 0.0 0.0
H 0.443177 -5.249535 -1.296274 0.0 0.0 0.0
H -1.268280 -6.848407 -0.539397 0.0 0.0 0.0
H -1.858511 -7.013846 1.857539 0.0 0.0 0.0
H -0.727555 -5.548027 3.505314 0.0 0.0 0.0
H 0.987458 -3.926877 2.744019 -0.1 -0.1 0.0
H 3.131682 -5.374808 1.874372 0.0 0.0 0.0
H 5.223203 -5.486357 3.171999 0.0 0.0 0.0
H 6.761974 -3.548633 3.221522 0.0 0.0 0.0
H 6.199967 -1.497072 1.948933 0.0 0.0 0.0
H 4.092636 -1.376253 0.671295 0.0 0.0 0.1
H 2.716821 0.664347 -4.474015 -0.1 0.0 0.0
H 1.765106 1.452182 -6.586281 0.0 0.0 0.0
H -0.651131 1.140599 -7.056429 0.0 0.0 0.0
H -2.073564 -0.015762 -5.418651 0.0 0.0 0.0
H -3.481674 0.647812 -2.046191 0.0 -0.1 0.0
H -5.817017 1.104206 -2.691399 0.0 0.0 0.0
H -6.921469 -0.271877 -4.441163 0.0 0.0 0.0
H -5.653510 -2.092066 -5.545292 0.0 0.0 0.0
H -3.336665 -2.560412 -4.894454 0.0 0.0 0.0
H -2.760823 -3.725210 -2.004157 0.0 0.0 0.0
H -2.569485 -6.100059 -2.641518 0.0 0.0 0.0
H -0.922545 -6.796432 -4.360754 0.0 0.0 0.0
H 0.503779 -5.089924 -5.450734 0.0 0.0 0.0
H 0.247883 -2.705828 -4.873581 0.0 0.0 0.0
O -0.648605 4.273480 3.804319 0.0 0.0 0.0
C -0.478760 3.185815 3.005996 0.0 0.0 0.0
C 0.435026 2.190247 3.300652 0.1 0.1 0.1
C 0.544864 1.118530 2.436034 -0.1 0.1 -0.2
N -0.187090 1.033438 1.321745 0.1 0.1 0.2
C -1.073783 1.998574 1.042885 0.2 -0.2 0.0
C -1.260771 3.086009 1.864441 0.0 0.2 0.0
C -1.882921 1.845613 -0.238732 0.0 0.0 -0.2
O -2.844255 2.618120 -0.401366 0.2 -0.2 -0.1
O -1.485999 0.941411 -1.026479 -0.1 0.0 0.2
C 1.520440 -0.013318 2.740336 0.1 -0.1 -0.2
O 2.519222 0.274288 3.410340 -0.1 0.0 -0.3
O 1.175679 -1.138590 2.266069 0.1 0.2 -0.1
H -0.004556 4.227469 4.518241 0.0 0.0 0.0
H 1.072401 2.225280 4.176650 0.0 0.0 0.0
H -1.996940 3.837809 1.619825 0.0 0.0 0.0
S -2.804914 -2.277175 2.011259 -0.1 -0.2 0.1
C -2.732556 -0.723155 2.834939 0.4 0.1 0.0
N -2.156242 -0.360647 4.030838 -0.2 0.1 0.1
C -2.879916 0.713650 4.734793 0.0 -0.2 -0.2
C -4.258118 0.989523 4.121638 0.1 0.0 -0.1
N -4.129925 1.198354 2.682313 0.2 0.1 -0.1
C -5.195284 1.866228 1.946132 0.0 -0.1 0.0
C -5.305010 3.347135 2.235843 0.0 0.0 0.1
C -4.711365 4.274463 1.382287 0.1 0.0 0.0
C -4.781042 5.633816 1.661091 -0.1 0.0 0.1
C -5.442337 6.087400 2.796481 0.0 -0.1 0.0
C -6.058790 5.171812 3.638983 0.0 0.0 0.0
C -5.999442 3.813237 3.350330 -0.1 0.0 0.0
C -3.578802 0.038960 2.131058 -0.3 0.1 0.0
S -4.187820 -1.129479 0.923583 -0.1 0.0 -0.1
C -1.416403 -1.361734 4.769795 0.0 0.1 0.1
C -0.115687 -0.895995 5.386061 0.1 -0.1 0.1
C -0.016273 0.242785 6.184122 0.1 0.0 0.0
C 1.198935 0.604436 6.751575 0.0 -0.1 0.0
C 2.334544 -0.167673 6.534152 -0.1 0.0 0.0
C 2.243128 -1.304995 5.746214 -0.1 0.0 0.1
C 1.025554 -1.663873 5.183816 0.1 -0.1 0.2
H -2.299202 1.638313 4.691236 0.0 0.0 0.0
H -3.014289 0.431006 5.784677 0.0 0.0 0.0
H -4.654722 1.883975 4.597002 0.0 0.1 0.0
H -4.932945 0.144104 4.324788 -0.1 0.0 0.0
H -6.166745 1.390574 2.146016 -0.1 -0.1 0.0
H -4.957292 1.729931 0.890153 0.0 0.1 0.0
H -4.168643 3.915192 0.512220 -0.1 0.0 0.1
H -4.312765 6.341757 0.986640 0.0 0.0 0.0
H -5.480701 7.146813 3.022694 0.0 0.0 0.0
H -6.590443 5.513080 4.520447 0.0 0.0 0.0
H -6.525607 3.114238 3.992881 0.1 0.0 0.0
H -1.168308 -2.152091 4.060910 0.0 -0.1 0.0
H -2.048740 -1.809408 5.551612 -0.1 0.0 0.0
H -0.882261 0.865995 6.366615 0.0 0.0 0.0
H 1.256306 1.497899 7.363479 0.0 0.0 0.0
H 3.285440 0.129570 6.960247 0.0 0.0 0.0
H 3.124818 -1.899298 5.534440 -0.1 0.1 0.0
H 0.976272 -2.533530 4.535471 0.0 0.1 0.1
```
Forces are in eV/Å.

Calculated values
energy: -5891.687219 Eh
charge: -1
spin multiplicity: 1
Kohn-Sham gap: 6.871 eV